1.
# C6H15N

A 2-piece molecular cluster, C6H15N overall at a distorted geometry (ωB97M-V/def2-TZVPD, OMol25).

ORCA input file:
```
! RIJCOSX wB97M-V def2-TZVPD def2/J DEFGRID3
* xyz 0 1
C -1.762 -1.565 0.928
N -0.691 -0.614 0.990
C -0.666 0.265 -0.053
C 0.666 1.111 -0.020
C 1.907 0.386 0.543
C 2.467 -0.596 -0.487
C -1.913 1.143 -0.291
H -2.701 -1.437 1.505
H -1.344 -2.537 1.218
H -2.273 -1.664 -0.085
H -0.462 -0.371 -1.018
H -0.355 -0.419 -1.955
H 0.891 1.597 -0.966
H 0.340 1.870 0.757
H 2.697 1.092 0.788
H 1.603 -0.112 1.479
H 2.643 -0.052 -1.430
H 1.898 -1.471 -0.709
H 3.494 -0.944 -0.183
H -1.459 2.046 -0.802
H -2.264 1.511 0.719
H -2.714 0.759 -0.928
*
```

Results
Kohn-Sham gap, eV: 8.0

Mulliken atomic charge list, values in e, 8 entries: -0.854, -0.338, 1.133, -0.986, -0.423, -1.111, -1.275, 0.289

=====

2.
# C4H10Si

A 2-piece molecular cluster, C4H10Si overall at a distorted geometry (ωB97M-V/def2-TZVPD, OMol25).

ORCA input file:
```
! RIJCOSX wB97M-V def2-TZVPD def2/J DEFGRID3
* xyz 0 1
C -0.286 0.955 0.737
C 0.945 1.011 -0.041
C 1.126 -0.198 -0.925
C 1.718 2.126 -0.166
Si -1.949 0.415 -0.095
H -0.084 0.315 1.530
H -0.403 2.022 1.212
H 1.944 0.116 -1.542
H 0.367 -0.359 -1.610
H 1.284 -1.023 -0.323
H 1.336 2.943 0.438
H -4.752 -0.588 1.474
H 2.571 2.295 -0.702
H -2.900 0.080 1.193
H -5.399 -0.584 1.871
*
```

Results
Kohn-Sham gap, eV: 7.4

Mulliken atomic charge list, values in e, 8 entries: -0.884, 1.036, -1.453, -1.099, 0.170, 0.378, 0.256, 0.360

=====

3.
# C50H31KN8P

C50H31KN8P as an isolated structure (ωB97M-V/def2-TZVPD, OMol25).

ORCA input file:
```
! RIJCOSX wB97M-V def2-TZVPD def2/J DEFGRID3
* xyz -1 1
K -0.921 -0.652 -0.037
C 2.466 3.950 3.342
C 3.580 3.287 2.812
C 3.473 2.007 2.296
C 2.226 1.393 2.307
C 1.737 0.101 1.827
N 0.399 0.050 2.027
C -0.033 1.157 2.630
N -1.275 1.409 3.104
C -2.336 0.680 2.871
C -3.594 0.758 3.650
C -4.007 1.559 4.700
C -5.271 1.339 5.234
C -6.093 0.328 4.741
C -5.671 -0.489 3.697
C -4.420 -0.260 3.155
C -3.646 -0.922 2.076
N -4.095 -1.998 1.422
C -3.313 -2.843 0.760
N -1.984 -2.855 0.684
C -1.543 -3.944 0.004
N -0.307 -4.334 -0.209
C 0.800 -3.644 0.158
N 0.878 -2.369 0.496
C 2.132 -2.033 0.886
N 2.530 -0.874 1.378
C 2.987 -3.215 0.718
C 4.334 -3.461 0.949
C 4.823 -4.734 0.703
C 3.982 -5.754 0.250
C 2.632 -5.521 0.033
C 2.140 -4.245 0.264
C -2.728 -4.731 -0.423
C -2.870 -5.913 -1.127
C -4.157 -6.387 -1.352
C -5.270 -5.694 -0.882
C -5.126 -4.507 -0.171
C -3.845 -4.037 0.050
N -2.486 -0.299 1.940
C 1.103 2.064 2.829
C 1.220 3.344 3.358
H 2.588 4.949 3.741
H 4.540 3.792 2.807
H 4.330 1.491 1.881
H -3.353 2.331 5.085
H -5.626 1.955 6.051
H -7.070 0.176 5.183
H -6.295 -1.287 3.315
H 4.976 -2.671 1.319
H 5.872 -4.949 0.869
H 4.395 -6.740 0.074
H 1.967 -6.305 -0.307
H -1.996 -6.444 -1.483
H -4.303 -7.311 -1.898
H -6.261 -6.091 -1.070
H -5.982 -3.963 0.206
H 0.348 3.843 3.765
C -0.731 5.855 -0.901
C -0.789 5.505 -2.241
C -0.369 4.247 -2.657
C 0.104 3.328 -1.728
C 0.151 3.684 -0.376
C -0.255 4.942 0.034
P 0.653 1.626 -2.095
C 2.450 1.755 -1.812
C 3.162 2.954 -1.813
C 4.520 2.957 -1.539
C 5.178 1.765 -1.256
C 4.476 0.571 -1.244
C 3.115 0.568 -1.516
C 0.489 1.537 -3.917
C 1.469 1.952 -4.815
C 1.251 1.862 -6.182
C 0.050 1.362 -6.669
C -0.930 0.943 -5.783
C -0.706 1.024 -4.415
H -1.061 6.835 -0.581
H -1.162 6.212 -2.971
H -0.415 3.984 -3.707
H 0.512 2.975 0.363
H -0.207 5.201 1.084
H 2.649 3.889 -2.007
H 5.063 3.894 -1.529
H 6.236 1.774 -1.025
H 4.969 -0.359 -0.991
H 2.564 -0.364 -1.465
H 2.412 2.337 -4.446
H 2.024 2.182 -6.870
H -0.116 1.291 -7.737
H -1.866 0.542 -6.151
H -1.471 0.682 -3.727
*
```

Results
Kohn-Sham gap (spin up / spin down), eV: 5.0 / 5.0

Mulliken atomic charge list, values in e, 8 entries: 1.203, -0.709, -0.727, -0.038, 0.710, -0.177, -0.771, 0.254

=====

4.
# C38H31N9O2PSTi

C38H31N9O2PSTi as an isolated structure at a distorted geometry (ωB97M-V/def2-TZVPD, OMol25).

ORCA input file:
```
! RIJCOSX wB97M-V def2-TZVPD def2/J DEFGRID3
* xyz 3 1
Ti 0.114 0.133 0.199
O -1.751 0.630 0.280
S -1.764 1.239 1.692
O -2.693 0.618 2.560
N -0.179 0.938 1.957
C 0.221 0.838 3.342
C -0.198 1.709 4.309
C 0.187 1.516 5.651
C 0.988 0.462 5.994
C 1.448 -0.435 4.998
C 2.283 -1.543 5.276
C 2.696 -2.350 4.254
C 2.275 -2.044 2.945
N 1.495 -1.032 2.642
C 1.070 -0.240 3.657
C -2.043 2.943 1.564
C -1.002 3.856 1.700
C -1.307 5.206 1.669
C -2.625 5.617 1.499
C -3.653 4.690 1.371
C -3.374 3.335 1.418
H -0.844 2.547 4.068
H -0.165 2.208 6.404
H 1.288 0.307 7.022
H 2.585 -1.736 6.298
H 3.329 -3.208 4.430
H 2.608 -2.672 2.119
H 0.013 3.521 1.867
H -0.523 5.939 1.798
H -2.856 6.674 1.488
H -4.676 5.021 1.258
H -4.170 2.604 1.357
N -1.526 0.436 -2.556
P -0.689 -0.958 -2.055
C 0.390 -1.356 -3.435
C 1.779 -1.380 -3.315
C 2.572 -1.675 -4.415
C 1.978 -1.937 -5.640
C 0.595 -1.887 -5.775
C -0.201 -1.598 -4.680
C -1.937 -2.237 -1.919
C -1.790 -3.450 -2.594
C -2.729 -4.457 -2.414
C -3.801 -4.266 -1.554
C -3.945 -3.062 -0.870
C -3.018 -2.050 -1.045
C -0.973 1.654 -2.276
C -1.401 2.807 -2.940
C -0.800 4.007 -2.665
C 0.234 4.058 -1.723
C 0.586 2.903 -1.094
N 0.010 1.696 -1.340
H -2.228 0.401 -3.284
H 2.252 -1.137 -2.376
H 3.649 -1.696 -4.320
H 2.593 -2.168 -6.499
H 0.135 -2.077 -6.735
H -1.278 -1.570 -4.800
H -0.950 -3.619 -3.255
H -2.623 -5.389 -2.952
H -4.530 -5.054 -1.418
H -4.785 -2.913 -0.205
H -3.155 -1.111 -0.526
H -2.192 2.729 -3.674
H -1.116 4.904 -3.182
H 0.742 4.982 -1.488
H 1.369 2.907 -0.356
N 4.377 0.848 0.363
C 3.209 1.463 0.445
N 2.242 0.565 0.267
C 2.937 -0.610 0.102
N 4.229 -0.474 0.144
C 2.222 -1.881 0.003
C 2.839 -3.081 -0.306
N 2.155 -4.219 -0.341
C 0.867 -4.166 -0.020
C 0.227 -2.970 0.281
N 0.906 -1.818 0.258
H 5.305 1.244 0.456
H 3.104 2.516 0.646
H 3.900 -3.110 -0.525
H 0.308 -5.093 -0.022
H -0.824 -2.939 0.541
*
```

Results
Kohn-Sham gap, eV: 6.0

Mulliken atomic charge list, values in e, 8 entries: -1.721, -0.369, 1.085, -0.648, 1.491, 0.767, -0.495, -1.132

=====

5.
# C42H59F6N4O3SbSe3Sn

C42H59F6N4O3SbSe3Sn as an isolated structure at a distorted geometry (ωB97M-V/def2-TZVPD, OMol25).

ORCA input file:
```
! RIJCOSX wB97M-V def2-TZVPD def2/J DEFGRID3
* xyz -1 2
Sn -0.302 -0.103 0.103
C 5.621 -2.411 5.235
C 4.096 -2.505 5.387
C 3.709 -3.937 5.788
C 3.655 -1.563 6.512
C 3.418 -2.184 4.066
C 2.621 -1.067 3.859
C 1.898 -0.944 2.689
Se 0.909 0.694 2.426
C 2.333 1.622 1.494
C 3.086 2.520 2.224
C 4.090 3.248 1.614
C 4.370 2.943 0.283
C 3.671 2.016 -0.462
C 2.534 1.388 0.117
O 1.722 0.647 -0.572
C 4.089 1.647 -1.875
C 4.296 0.132 -1.946
C 5.394 2.322 -2.308
C 2.986 2.057 -2.851
C 4.862 4.350 2.317
C 6.362 4.023 2.301
C 4.439 4.527 3.777
C 4.604 5.670 1.574
C 1.866 -1.942 1.678
O 0.963 -1.940 0.764
C 2.885 -2.940 1.788
C 3.581 -3.040 2.978
C 3.287 -3.884 0.658
C 4.790 -3.680 0.397
C 2.548 -3.623 -0.653
C 3.015 -5.336 1.079
H 6.109 -2.669 6.175
H 5.914 -1.400 4.957
H 5.980 -3.089 4.466
H 4.120 -4.186 6.765
H 4.083 -4.661 5.070
H 2.628 -4.034 5.828
H 4.083 -1.893 7.459
H 2.572 -1.560 6.609
H 3.991 -0.545 6.328
H 2.530 -0.284 4.599
H 2.857 2.637 3.272
H 5.182 3.465 -0.196
H 5.061 -0.187 -1.240
H 4.597 -0.166 -2.948
H 3.366 -0.371 -1.705
H 6.208 2.070 -1.630
H 5.281 3.403 -2.352
H 5.664 1.972 -3.303
H 2.091 1.490 -2.628
H 3.288 1.839 -3.873
H 2.761 3.117 -2.753
H 6.537 3.084 2.820
H 6.927 4.808 2.801
H 6.737 3.924 1.287
H 4.630 3.621 4.345
H 3.385 4.776 3.854
H 5.015 5.337 4.221
H 4.933 5.606 0.541
H 5.133 6.488 2.058
H 3.540 5.892 1.576
H 4.301 -3.839 3.077
H 4.982 -2.638 0.149
H 5.118 -4.300 -0.436
H 5.394 -3.935 1.266
H 2.633 -2.581 -0.950
H 1.496 -3.869 -0.550
H 2.973 -4.243 -1.443
H 3.585 -5.610 1.964
H 3.283 -6.019 0.272
H 1.956 -5.463 1.298
O -2.401 0.392 -1.952
C -2.880 1.714 -2.049
C -2.095 2.531 -3.072
C -0.589 2.522 -2.788
C -0.205 3.298 -1.569
C 0.374 4.558 -1.689
C 0.748 5.248 -0.551
C 0.498 4.670 0.682
C -0.111 3.425 0.709
N -0.427 2.744 -0.382
H -2.236 0.069 -2.848
H -2.783 2.144 -1.054
H -3.947 1.702 -2.322
H -2.479 3.554 -3.082
H -2.263 2.098 -4.066
H -0.059 2.915 -3.656
H -0.266 1.494 -2.624
H 0.536 4.979 -2.670
H 1.227 6.214 -0.633
H 0.772 5.161 1.601
H -0.370 2.963 1.658
F -2.685 0.996 0.978
Sb -3.014 0.284 2.703
F -1.520 -0.871 2.698
F -4.051 -1.028 1.851
F -4.471 1.480 2.816
F -3.409 -0.366 4.429
F -1.864 1.648 3.366
Se -1.532 -3.360 1.359
C -1.974 -4.830 0.448
N -2.286 -5.771 -0.153
C 0.524 -1.178 -6.247
N -0.238 -2.011 -5.365
C -1.155 -2.964 -5.732
C -1.674 -3.489 -4.598
N -1.075 -2.860 -3.539
C -1.352 -3.091 -2.150
C -0.193 -1.951 -4.010
Se 0.858 -0.857 -2.997
H 0.478 -1.581 -7.255
H 1.558 -1.132 -5.904
H 0.132 -0.159 -6.239
H -1.357 -3.190 -6.759
H -2.406 -4.259 -4.460
H -1.655 -4.125 -1.997
H -2.146 -2.424 -1.795
H -0.455 -2.881 -1.557
*
```

Results
⟨S²⟩: 0.7601
Kohn-Sham gap (spin up / spin down), eV: 6.8 / 4.7

Mulliken atomic charge list, values in e, 8 entries: 2.174, -1.685, 1.880, -1.610, -2.103, -0.510, -0.048, 0.023

=====

6.
# C32H47NO24S3

A 9-piece molecular cluster, C32H47NO24S3 overall at a distorted geometry (ωB97M-V/def2-TZVPD, OMol25).

ORCA input file:
```
! RIJCOSX wB97M-V def2-TZVPD def2/J DEFGRID3
* xyz 0 1
C -11.070 -33.221 31.451
C -12.362 -33.170 32.292
O -13.065 -31.952 32.018
S -12.344 -31.126 30.780
O -12.280 -29.711 31.148
O -13.009 -31.498 29.556
O -10.853 -31.834 31.076
H -11.086 -33.798 30.527
H -10.226 -33.595 32.030
H -12.255 -33.281 33.371
H -12.958 -34.029 31.983
C -11.464 -40.968 27.954
C -10.983 -42.293 28.507
O -10.790 -43.149 27.351
S -11.773 -42.726 26.094
O -13.117 -43.188 26.273
O -11.219 -42.935 24.788
O -11.508 -41.181 26.602
H -10.879 -40.079 28.187
H -12.420 -40.700 28.404
H -11.772 -42.661 29.163
H -10.076 -42.251 29.111
C -14.250 -36.918 26.336
C -14.661 -37.424 27.668
O -14.666 -36.319 28.610
S -13.644 -35.090 28.079
O -12.242 -35.157 28.544
O -14.415 -33.887 28.187
O -13.757 -35.596 26.523
H -15.199 -36.734 25.833
H -13.663 -37.638 25.766
H -13.950 -38.199 27.954
H -15.621 -37.935 27.740
C -18.770 -41.576 22.891
C -18.075 -41.912 24.066
C -17.921 -41.005 25.047
C -18.340 -39.711 24.808
C -18.953 -39.312 23.571
C -19.149 -40.278 22.574
N -18.136 -38.661 25.903
O -17.677 -39.052 27.036
O -18.500 -37.528 25.616
H -18.609 -42.219 22.038
H -17.622 -42.874 24.256
H -17.478 -41.393 25.951
H -19.163 -38.278 23.336
H -19.423 -40.046 21.555
O -14.812 -40.690 27.888
C -15.261 -41.284 28.822
O -14.522 -41.637 29.843
C -15.175 -42.432 30.767
C -16.566 -41.912 30.534
C -16.697 -41.589 29.053
H -14.972 -42.200 31.813
H -15.148 -43.516 30.663
H -16.626 -41.086 31.244
H -17.409 -42.472 30.938
H -17.354 -40.725 28.952
H -17.028 -42.516 28.586
O -11.117 -30.443 24.579
C -12.287 -30.569 24.912
O -12.695 -31.364 25.892
C -14.173 -31.350 25.898
C -14.489 -30.089 25.204
C -13.438 -30.045 24.175
H -14.481 -31.182 26.930
H -14.665 -32.240 25.506
H -14.448 -29.250 25.898
H -15.448 -30.275 24.720
H -13.335 -28.980 23.969
H -13.468 -30.592 23.233
O -14.620 -38.070 35.299
C -15.133 -37.439 34.384
O -15.022 -36.058 34.235
C -15.731 -35.695 33.065
C -15.932 -36.921 32.197
C -15.865 -38.034 33.189
H -15.417 -34.834 32.474
H -16.736 -35.412 33.378
H -15.168 -36.808 31.427
H -16.825 -36.951 31.572
H -15.296 -38.849 32.742
H -16.850 -38.371 33.514
O -18.954 -32.041 27.437
C -18.919 -33.201 27.832
O -20.134 -33.641 28.333
C -19.929 -34.893 29.001
C -18.603 -35.470 28.529
C -18.018 -34.386 27.678
H -20.802 -35.545 28.954
H -19.910 -34.872 30.091
H -18.974 -36.319 27.955
H -17.920 -35.866 29.281
H -17.991 -34.627 26.615
H -17.028 -34.029 27.961
O -13.592 -37.850 21.694
C -13.523 -38.977 22.133
O -13.278 -40.094 21.404
C -13.645 -41.321 21.938
C -14.574 -40.729 22.980
C -13.971 -39.429 23.421
H -12.842 -41.962 22.301
H -14.247 -41.807 21.170
H -14.583 -41.500 23.750
H -15.603 -40.792 22.626
H -13.087 -39.574 24.041
H -14.639 -38.622 23.723
*
```

Results
SMILES string: O=[N+]([O-])c1ccccc1.O=S1(=O)OCCO1.O=S1(=O)OCCO1.O=S1(=O)OCCO1.O=C1CCCO1.O=C1CCCO1.O=C1CCCO1.O=C1CCCO1.O=C1CCCO1
Kohn-Sham gap, eV: 7.8

Mulliken atomic charge list, values in e, 8 entries: -0.102, -0.017, -0.322, 0.926, -0.574, -0.288, -0.358, 0.101

=====

7.
# C8H22N6

C8H22N6 as an isolated structure at a distorted geometry (ωB97M-V/def2-TZVPD, OMol25).

ORCA input file:
```
! RIJCOSX wB97M-V def2-TZVPD def2/J DEFGRID3
* xyz 2 1
C 0.729 0.499 1.397
C 2.213 0.470 0.942
C 0.834 -1.850 -0.874
C 0.697 -2.881 0.225
C -1.888 1.213 -0.939
C -2.307 -0.683 0.812
C -1.954 1.675 1.563
C -1.587 0.650 0.464
N 0.504 0.717 2.653
N -0.121 0.257 0.486
N 2.389 1.039 -0.171
N 1.440 -2.394 -1.970
N 0.426 -0.683 -1.022
N 1.178 1.533 -2.481
H 2.940 0.008 1.544
H 0.950 -2.455 1.297
H 1.329 -3.826 -0.011
H -0.410 -3.020 0.304
H -2.182 0.417 -1.652
H -2.706 1.920 -0.963
H -0.912 1.718 -1.219
H -1.556 -1.254 1.380
H -2.409 -1.397 -0.062
H -3.204 -0.413 1.394
H -1.249 2.411 1.812
H -2.958 2.050 1.456
H -1.939 1.119 2.580
H -0.328 0.552 3.092
H 1.351 0.973 3.194
H 3.363 1.018 -0.432
H 1.496 -3.385 -1.965
H 1.428 -1.814 -2.772
H 0.796 0.588 -1.977
H 1.611 1.192 -3.433
H 1.780 2.046 -1.843
H 0.254 1.993 -2.809
*
```

Results
Kohn-Sham gap, eV: 9.5

Mulliken atomic charge list, values in e, 8 entries: 0.717, -0.791, 0.596, -1.023, -1.289, -1.212, -1.820, 1.161

=====

no.,DFT total energy (eV)
1,-7950.715
2,-12183.271
3,-89892.797
4,-100632.692
5,-281335.504
6,-117071.625
7,-17574.413